# 1
# C4H11O3

2 unconnected molecules or ions with the total composition C4H11O3 in a non-equilibrium geometry (the ωB97M-V functional and the def2-TZVPD basis, the OMol25 dataset).

Cartesian coordinates (Å):
C -0.1161 1.3498 -2.3310
O -1.4336 1.8079 -2.1808
C 0.4550 1.2486 -0.8233
C -0.2798 0.1551 0.0421
C 0.7088 -0.1026 1.3139
O 0.1987 -0.9383 2.2686
H -0.3126 0.4427 -2.7112
H 0.4445 2.0285 -2.9575
H -1.3859 2.7997 -1.9184
H 0.3427 2.2685 -0.5287
H 1.5014 0.9415 -0.9258
H -1.2178 0.7004 0.2839
H -0.4249 -0.8005 -0.4787
H 0.8606 0.9209 1.7972
H 1.5840 -0.4731 0.8159
H 0.0593 -3.1324 0.9073
H 0.4875 -2.2342 2.0495
O 0.4166 -3.2905 1.7192

## Properties
Charge: -1
Frontier orbital gap, eV: 6.58
Energy relative to the best compared isomer or geometry (same formula, charge and spin), kcal/mol: 45.2
Electronic energy, Ha: -384.68153

Calculated atomic charges, method Löwdin, unit e: -0.27 -0.13 -0.19 -0.16 -0.42 -0.30 0.06 0.10 0.13 0.08 0.09 0.10 0.10 0.10 0.07 -0.10 -0.03 -0.21

***

# 2
# C40H40ClOP2Sn

A molecular structure, C40H40ClOP2Sn in a non-equilibrium geometry (the ωB97M-V functional and the def2-TZVPD basis, the OMol25 dataset).

Cartesian coordinates (Å):
Sn -0.6783 -0.0700 -0.4633
Cl 0.2308 -0.1277 -2.7833
P -0.2465 2.4848 -0.3896
P -0.2715 -2.6165 -0.2633
C -0.1151 3.2961 1.2199
C -1.7661 3.0992 -1.1769
C 1.1734 3.0004 -1.3967
C 1.3410 -3.3443 -0.6109
C -0.8029 -3.3749 1.2918
C -1.4914 -3.0948 -1.5331
C 0.9897 4.1004 1.5566
C 1.0149 4.7753 2.7773
C -0.0345 4.6588 3.6848
C -1.1276 3.8475 3.3634
C -1.1737 3.1745 2.1407
H 1.8156 4.2064 0.8548
H 1.8732 5.4114 3.0185
H -0.0144 5.2067 4.6373
H -1.9517 3.7453 4.0720
H -2.0447 2.5600 1.8931
C 2.4532 2.4551 -1.1580
C 3.5624 2.9480 -1.8500
C 3.4080 3.9284 -2.8327
C 2.1287 4.4129 -3.1238
C 1.0182 3.9434 -2.4250
H 2.5670 1.6398 -0.4428
H 4.5541 2.5574 -1.6302
H 4.2771 4.3087 -3.3775
H 1.9946 5.1583 -3.9008
H 0.0172 4.3041 -2.6725
C -2.2576 4.3779 -0.8518
C -3.4226 4.8535 -1.4617
C -4.1359 4.0588 -2.3665
C -3.6710 2.7736 -2.6527
C -2.4975 2.3043 -2.0789
H -1.7341 4.9899 -0.1188
H -3.7775 5.8572 -1.2265
H -5.0434 4.4380 -2.8498
H -4.2333 2.1328 -3.3374
H -2.1750 1.2892 -2.3378
C -2.0420 -4.0285 1.4008
C -2.4186 -4.6231 2.6043
C -1.6049 -4.5211 3.7337
C -0.3898 -3.8293 3.6430
C 0.0282 -3.2876 2.4246
H -2.7100 -4.0679 0.5416
H -3.3679 -5.1665 2.6638
H -1.9101 -4.9810 4.6793
H 0.2328 -3.7174 4.5347
H 0.9929 -2.7788 2.3521
C 2.3301 -2.6407 -1.3286
C 3.5436 -3.2504 -1.6437
C 3.8048 -4.5653 -1.2422
C 2.8378 -5.2613 -0.5098
C 1.6206 -4.6588 -0.1875
H 2.1260 -1.6212 -1.6532
H 4.2999 -2.7080 -2.2129
H 4.7532 -5.0481 -1.5032
H 3.0285 -6.2858 -0.1896
H 0.8859 -5.2065 0.3984
C -1.2445 -4.1901 -2.3753
C -2.2040 -4.5807 -3.3215
C -3.3862 -3.8429 -3.4849
C -3.5943 -2.7119 -2.6998
C -2.6722 -2.3460 -1.7268
H -0.3061 -4.7388 -2.2934
H -2.0290 -5.4596 -3.9380
H -4.1398 -4.1486 -4.2226
H -4.4974 -2.1042 -2.8399
H -2.8917 -1.4389 -1.1487
H 3.0808 -0.1106 -4.0385
H 2.4202 -0.1243 -4.4022
C 0.7977 0.7769 3.8506
C 2.1632 0.2526 3.4572
C 2.0467 0.2669 1.9540
O 0.6837 -0.0663 1.6130
C -0.1104 0.0774 2.8593
H 0.5307 0.5741 4.8873
H 0.7230 1.8625 3.6481
H 2.3107 -0.7699 3.8294
H 2.9753 0.8891 3.8118
H 2.2555 1.2822 1.5812
H 2.7209 -0.4519 1.4531
H -0.3666 -0.9415 3.1984
H -1.0599 0.6224 2.6449

## Properties
Charge: +3
Frontier orbital gap, eV: 4.90
Energy relative to the best compared isomer or geometry (same formula, charge and spin), kcal/mol: 0.0
Electronic energy, Ha: -2979.68894

Calculated atomic charges, method Löwdin, unit e: 1.05 0.09 1.00 1.02 -0.36 -0.39 -0.37 -0.35 -0.36 -0.40 -0.05 -0.03 -0.02 -0.04 -0.11 0.11 0.13 0.14 0.13 0.12 -0.10 -0.04 -0.01 -0.02 -0.04 0.09 0.12 0.13 0.13 0.12 -0.06 -0.02 -0.02 -0.04 -0.13 0.12 0.13 0.13 0.13 0.03 -0.05 -0.03 -0.01 -0.04 -0.11 0.11 0.13 0.13 0.13 0.11 -0.09 -0.04 -0.01 -0.03 -0.06 0.04 0.12 0.13 0.13 0.12 -0.04 -0.01 -0.02 -0.05 -0.15 0.12 0.13 0.14 0.13 0.07 0.03 0.00 -0.13 -0.13 -0.19 -0.38 -0.16 0.14 0.10 0.13 0.14 0.10 0.14 0.11 0.11